Run w
{
  "formula": "C5H14N2",
  "method": "the ωB97M-V functional and the def2-TZVPD basis",
  "charge": 1,
  "homo_ha": [-0.5587, -0.5437],
  "spin_multiplicity": 2,
  "lumo_energy_ev": [-3.280, -8.666],
  "homo_lumo_gap_ev": [11.9, 6.1],
  "symbols": ["H", "N", "H", "C", "C", "H", "H", "H", "H", "H", "H", "H", "H", "N", "H", "H", "H", "H", "C", "C", "C"],
  "positions_angstrom": [[-2.96, -0.75, -0.30], [-2.65, -0.09, 0.42], [1.11, -1.65, 0.27], [1.37, 0.81, 1.27], [1.65, -1.03, -0.44], [-0.67, 1.64, -0.60], [1.50, -1.40, -1.46], [-0.94, -1.11, 0.82], [2.72, -1.03, -0.21], [1.07, 0.08, 2.04], [-0.08, -0.78, -1.97], [-3.11, 0.79, 0.20], [1.60, 1.13, -0.88], [-0.70, 0.04, -1.88], [-1.56, -0.52, -1.82], [0.77, 1.71, 1.46], [2.44, 0.91, 1.48], [-1.05, 0.34, 1.66], [-1.24, -0.07, 0.67], [1.15, 0.41, -0.19], [-0.42, 0.58, -0.53]]
}


Run x
{
  "formula": "C5H14N2",
  "method": "the ωB97M-V functional and the def2-TZVPD basis",
  "charge": 1,
  "homo_ha": [-0.4582, -0.4439],
  "spin_multiplicity": 2,
  "lumo_energy_ev": [-3.522, -8.871],
  "homo_lumo_gap_ev": [8.9, 3.2],
  "symbols": ["H", "C", "C", "H", "H", "N", "H", "H", "C", "C", "H", "H", "H", "C", "H", "H", "H", "N", "H", "H", "H"],
  "positions_angstrom": [[3.04, 0.22, -0.54], [0.22, 0.15, 0.42], [-1.71, -1.44, 0.87], [2.89, 1.60, 0.34], [1.27, 2.08, -1.96], [2.87, 1.17, -0.65], [-0.72, -2.60, -0.55], [-1.12, -1.87, 1.67], [0.42, 1.57, -0.09], [1.49, 1.27, -1.24], [1.27, 0.41, -1.84], [-2.62, -1.47, 1.32], [-0.50, 2.03, -0.65], [-1.29, 0.02, 0.45], [-1.73, 0.10, -0.55], [0.50, 0.06, 1.48], [0.56, -0.62, -0.21], [-1.69, -2.45, -0.23], [0.85, 2.13, 0.74], [-1.62, 0.76, 1.22], [-2.40, -3.14, -0.01]]
}


Which structure is most stable? run w, by 1.613 eV over the runner-up.